(w)
This record from OMol25 describes a molecular structure, C12H36BrN3O3. The level of theory is ωB97M-V/def2-TZVPD.

The calculation puts the LUMO energy at -5.656 eV. Its gap between HOMO and LUMO is 7.8 eV. The calculation puts the HOMO energy at -0.4944 hartree.

Structure (ORCA input):
```
! wB97M-V def2-TZVPD RIJCOSX def2/J DEFGRID3
* xyz 2 1
C 1.093 -0.212 -2.581
C 1.136 -1.140 -1.272
C 2.164 -2.244 -1.395
O 1.979 -3.109 -0.249
C 2.674 -4.364 -0.390
N 1.312 -0.367 0.076
H 2.176 0.116 0.277
H 0.509 0.242 0.140
H 1.123 -1.021 0.821
H 0.257 0.460 -2.388
H 1.002 -0.794 -3.498
H 2.025 0.352 -2.616
H 0.276 -1.807 -1.330
H 3.212 -1.946 -1.354
H 2.079 -2.749 -2.357
H 2.347 -5.145 -1.076
H 2.913 -4.724 0.611
H 3.651 -4.035 -0.744
C -1.461 3.536 -1.763
C -0.290 3.899 -0.737
C -0.436 5.333 -0.271
O 0.596 5.604 0.608
C 0.297 6.402 1.758
N -0.323 2.976 0.523
H -0.228 2.003 0.270
H 0.527 3.212 1.016
H -1.179 3.110 1.043
H -2.435 3.468 -1.278
H -1.371 2.601 -2.316
H -1.358 4.323 -2.510
H 0.694 3.823 -1.198
H -1.434 5.546 0.114
H -0.344 6.000 -1.127
H 1.256 6.774 2.121
H -0.123 5.749 2.523
H -0.513 7.087 1.507
C -1.841 -1.490 2.703
C -1.477 -2.100 1.304
C -1.480 -3.691 1.285
O -1.041 -4.159 0.024
C 0.357 -4.473 -0.045
N -2.427 -1.558 0.246
H -3.399 -1.497 0.516
H -2.166 -0.619 -0.017
H -2.269 -2.121 -0.577
H -2.844 -1.648 3.101
H -1.500 -0.458 2.786
H -1.285 -2.117 3.401
H -0.473 -1.795 1.009
H -2.421 -4.182 1.532
H -0.821 -4.126 2.037
H 0.714 -4.825 -1.012
H 0.636 -5.155 0.758
H 0.996 -3.620 0.184
Br -1.059 0.676 -0.191
*
```

***

(x)
This record from OMol25 describes 4 unconnected molecules or ions with the total composition C12H36BrN3O3. The level of theory is ωB97M-V/def2-TZVPD.

The calculation puts the LUMO energy at -5.218 eV. Its gap between HOMO and LUMO is 8.3 eV. The calculation puts the HOMO energy at -0.4950 hartree.

Structure (ORCA input):
```
! wB97M-V def2-TZVPD RIJCOSX def2/J DEFGRID3
* xyz 2 1
C -3.254 0.590 -4.549
C -3.010 1.616 -3.476
C -3.697 1.361 -2.154
O -3.430 2.511 -1.378
C -3.876 2.375 -0.038
N -1.526 1.742 -3.273
H -1.276 2.232 -2.412
H -1.033 0.826 -3.218
H -1.097 2.203 -4.076
H -2.900 -0.425 -4.374
H -2.815 0.927 -5.496
H -4.302 0.558 -4.857
H -3.308 2.587 -3.870
H -3.308 0.461 -1.666
H -4.755 1.263 -2.415
H -3.522 3.256 0.497
H -3.444 1.495 0.448
H -4.965 2.384 0.027
C 6.656 1.389 3.133
C 5.182 1.463 2.796
C 4.816 1.149 1.382
O 3.395 1.205 1.322
C 2.857 0.679 0.117
N 4.435 0.478 3.713
H 4.412 -0.440 3.267
H 4.844 0.511 4.645
H 3.453 0.766 3.720
H 6.868 1.691 4.161
H 7.259 2.001 2.469
H 7.004 0.351 3.090
H 4.765 2.413 3.130
H 5.147 0.153 1.052
H 5.223 1.877 0.675
H 3.468 0.955 -0.744
H 1.826 0.976 -0.038
H 2.853 -0.421 0.138
C -0.348 -1.463 1.931
C -1.144 -2.386 1.049
C -2.302 -1.728 0.340
O -2.855 -2.574 -0.634
C -3.776 -3.531 -0.125
N -0.233 -3.025 0.021
H -0.168 -2.377 -0.784
H 0.738 -3.072 0.333
H -0.492 -3.962 -0.282
H -1.017 -0.955 2.622
H 0.194 -0.726 1.331
H 0.424 -1.976 2.509
H -1.517 -3.267 1.576
H -1.954 -0.834 -0.198
H -3.039 -1.287 1.021
H -4.080 -4.133 -0.979
H -4.681 -3.073 0.282
H -3.327 -4.195 0.620
Br 0.635 -0.593 -2.381
*
```

***

Sorted by energy, starting with the most stable: (x), (w).

***

(w)
This record from OMol25 describes 2 unconnected molecules or ions with the total composition C2H2N2OS. The level of theory is ωB97M-V/def2-TZVPD.

The calculation puts the LUMO energy (alpha / beta) at -1.583 / -0.958 eV. Its gap between HOMO and LUMO (alpha / beta) is 6.9 / 8.3 eV. The calculation puts the HOMO energy (alpha / beta) at -0.3123 / -0.3420 hartree.

Structure (ORCA input):
```
! wB97M-V def2-TZVPD RIJCOSX def2/J DEFGRID3
* xyz 0 1
C -1.907 -1.421 -0.925
C -1.127 0.480 0.288
N -2.061 -2.396 -1.503
N -1.734 -0.517 -0.032
O 1.694 1.402 -1.185
S 1.768 0.625 0.259
H -1.385 1.461 0.727
H 1.438 0.791 -1.816
*
```

***

(x)
This record from OMol25 describes 2 unconnected molecules or ions with the total composition C2H2N2OS. The level of theory is ωB97M-V/def2-TZVPD.

The calculation puts the LUMO energy at -0.045 eV. Its gap between HOMO and LUMO is 9.1 eV. The calculation puts the HOMO energy at -0.3352 hartree. As for the SMILES: C#[N+][S-].N=C=O.

Structure (ORCA input):
```
! wB97M-V def2-TZVPD RIJCOSX def2/J DEFGRID3
* xyz 0 1
C 1.473 1.687 -0.100
N 1.679 0.552 0.071
S 2.010 -0.947 0.195
H 1.021 2.439 -0.666
N -1.215 -1.221 0.752
C -1.909 -0.612 -0.029
O -2.629 -0.040 -0.749
H -0.430 -1.858 0.525
*
```

***

Sorted by energy, starting with the most stable: (x), (w).

***

(w)
This record from OMol25 describes 2 unconnected molecules or ions with the total composition C2H2N2OS. The level of theory is ωB97M-V/def2-TZVPD.

The calculation puts the LUMO energy at 0.491 eV. Its gap between HOMO and LUMO is 9.2 eV. The calculation puts the HOMO energy at -0.3196 hartree. As for the SMILES: C#[N+][S-].N=C=O.

Structure (ORCA input):
```
! wB97M-V def2-TZVPD RIJCOSX def2/J DEFGRID3
* xyz 0 1
C -2.396 -0.351 -1.178
N -2.365 0.674 -0.609
S -1.977 1.870 0.248
H -2.517 -1.111 -1.754
N 2.640 1.385 -0.514
C 3.664 0.771 -0.430
O 4.557 0.015 -0.474
H 2.593 2.310 -0.864
*
```

***

(x)
This record from OMol25 describes a single C2H2N2OS molecule. The level of theory is ωB97M-V/def2-TZVPD.

The calculation puts the LUMO energy at 0.029 eV. Its gap between HOMO and LUMO is 9.4 eV. The calculation puts the HOMO energy at -0.3440 hartree. As for the SMILES: Sc1cnno1.

Structure (ORCA input):
```
! wB97M-V def2-TZVPD RIJCOSX def2/J DEFGRID3
* xyz 0 1
S -0.420 1.162 -1.654
C -0.365 0.076 -0.384
C 0.655 -0.592 0.307
N 0.071 -0.856 1.520
N -1.096 -0.347 1.680
O -1.384 0.347 0.425
H 0.971 1.329 -2.093
H 1.568 -1.119 0.199
*
```

***

Sorted by energy, starting with the most stable: (w), (x).